[1]
# C5H11N3

A cluster of 2 separate species, C5H11N3 in total (wB97M-V/def2-TZVPD, OMol25).

Computed properties:
**ΔE to the lowest compared entry with this formula, charge and spin**: 2.143 eV
**HOMO energy (alpha / beta)**: -4.81 / -9.32 eV
**Strongest force on any atom**: 5.41 eV/Å
**Multiplicity**: 3
**Orbital gap (alpha / beta)**: 5.8 / 7.9 eV

```
19
Properties=species:S:1:pos:R:3:mulliken_spin:R:1
N 0.62367 0.55125 3.04174 0.62
N -3.15365 0.67677 -0.52681 0.02
N 0.46170 0.34885 1.83883 -0.19
C 0.50957 -0.18591 -0.75476 -0.16
C -2.45524 0.52267 0.51379 0.01
C 0.35171 -1.66806 -0.72105 0.06
C 0.38954 0.33411 0.64151 1.55
C 1.97099 0.31206 -1.21804 0.03
H 2.75817 -0.15506 -0.59388 0.00
H 2.17222 -0.22719 -2.09643 0.01
H 1.24392 -2.18630 -0.31407 -0.01
H 0.40509 -2.00075 -1.75559 0.01
H -2.10129 1.26621 1.20474 -0.01
H -0.46952 -1.90228 -0.11633 -0.01
H -3.56297 1.59781 -0.59389 0.00
H 2.15915 1.37127 -1.49141 -0.01
H -1.97026 -0.35433 0.90671 0.00
H 1.00894 1.40889 3.41638 0.08
H -0.34175 0.29000 -1.38144 0.01
```

[2]
# C26H35N2OSSb2Se4Tb

A structure of composition C26H35N2OSSb2Se4Tb (wB97M-V/def2-TZVPD, OMol25).

Computed properties:
**ΔE to the lowest compared entry with this formula, charge and spin**: 7.772 eV
**HOMO energy (alpha / beta)**: 0.84 / -0.52 eV
**Strongest force on any atom**: 3.62 eV/Å
**Total charge**: -2
**Multiplicity**: 7
**Orbital gap (alpha / beta)**: 2.0 / 3.2 eV

```
72
Properties=species:S:1:pos:R:3:mulliken_spin:R:1
Tb 2.20935 0.07191 3.78570 4.15
Sb 1.19273 -3.04068 2.04213 -0.03
Sb -4.08159 0.00164 -4.18449 0.54
Se 0.58204 -2.12218 4.20552 -0.05
Se 3.28619 -4.31590 2.16446 -0.01
Se -0.34810 -4.82291 1.41716 0.05
Se 0.94553 -1.28804 0.05612 0.81
S 1.53141 1.08293 1.35053 0.01
O 1.61169 2.06496 4.21458 -0.02
N 0.34590 1.83931 3.65699 0.03
N 4.36709 -0.19703 3.41402 -0.03
C 4.90796 -1.54447 6.78823 0.00
C -1.79214 -1.97354 -3.94703 0.01
C -3.88077 -3.02714 -4.91804 0.08
C -1.91521 1.41916 4.14071 0.02
C -6.68051 -1.16076 -2.71621 -0.04
C 5.15777 0.18198 2.31353 -0.02
C 5.97480 -0.71460 7.21421 0.00
C -0.68486 1.73632 4.62668 0.01
C 6.23450 -0.25682 0.18088 0.00
C 4.39938 -1.37608 5.50046 0.00
C 4.76576 -0.23637 4.75791 0.03
C -3.75990 2.69135 -5.58886 -0.07
C 5.60111 0.74148 5.28828 0.00
C 5.25995 1.60609 2.03855 0.00
C 5.65420 -0.72746 1.33979 -0.01
C 6.40943 1.12795 -0.05377 -0.01
C -3.27444 -2.06780 -3.89150 -0.05
C -2.82081 1.54664 -5.42514 0.45
C -6.37870 -0.45373 -4.03630 0.33
C 6.33749 0.45117 6.45701 0.00
C -2.14697 1.53330 2.75483 0.02
C -1.54766 1.83874 -4.53638 -0.02
C 5.94403 2.01669 0.91016 0.00
C -7.02945 0.93754 -4.03159 -0.15
C -1.10530 1.57876 1.81157 0.00
C 0.20595 1.46664 2.37109 0.04
H -0.38624 1.74832 5.66127 0.00
H -1.08555 0.91217 -4.25736 0.00
H -1.25038 1.34866 0.73475 -0.01
H 3.84978 -2.17510 4.96485 0.00
H 6.60828 -0.93800 8.12830 0.00
H -3.63254 -2.72581 -5.96473 -0.04
H 6.08595 3.06815 0.73845 0.00
H -1.26926 -1.34850 -3.15771 0.00
H 6.96185 1.47149 -0.89942 0.00
H -3.63466 -2.28506 -2.89810 0.01
H 4.61978 -2.31034 7.48016 0.00
H -3.37455 3.40296 -6.31062 0.02
H -6.62167 1.49497 -3.16993 0.01
H 7.20566 0.95916 6.72955 0.00
H -6.09945 -2.05390 -2.70347 0.01
H 6.61004 -0.90116 -0.61418 0.00
H 5.92996 1.57608 4.64612 0.00
H -2.72646 0.93285 -6.36139 -0.05
H -7.74319 -1.37817 -2.60902 0.02
H -3.49780 -4.03510 -4.66815 0.00
H -6.49078 -1.16935 -4.85007 -0.01
H -1.34568 -2.97506 -3.72556 0.00
H -6.74349 1.46700 -4.92932 0.00
H -0.86030 2.47422 -5.18451 0.02
H 5.52863 -1.80908 1.54706 0.00
H -1.75591 2.40152 -3.60194 0.00
H -2.64341 0.94887 4.80857 0.00
H -4.73418 2.45216 -5.96308 -0.07
H 4.98413 2.25489 2.82331 0.01
H -4.89755 -2.97964 -4.69688 -0.02
H -1.60818 -1.51767 -4.95668 -0.01
H -3.14264 1.56011 2.35740 0.00
H -8.15451 0.87785 -4.06297 0.01
H -3.86335 3.24541 -4.65751 0.01
H -6.30016 -0.60397 -1.84898 0.00
```

[3]
# C6H7GdLiO6

A structure of composition C6H7GdLiO6 (wB97M-V/def2-TZVPD, OMol25).

Computed properties:
**HOMO energy (alpha / beta)**: -18.52 / -18.57 eV
**Strongest force on any atom**: 3.37 eV/Å
**Total charge**: +3
**Multiplicity**: 8
**Orbital gap (alpha / beta)**: 3.8 / 6.6 eV

```
21
Properties=species:S:1:pos:R:3:mulliken_spin:R:1
Gd -1.70126 -3.92135 -4.58111 8.57
O 1.48212 0.90450 4.37021 0.00
O 0.20927 -2.35117 -3.93141 -0.03
O -0.62544 0.32251 3.83024 -0.01
O -1.25280 -2.39910 -2.31240 -0.20
O 0.50245 -0.93924 -2.23571 -0.21
O 0.84382 1.14759 2.33285 -0.02
C -0.26378 1.16230 -1.51398 -0.16
C 0.02451 0.74112 1.23728 0.00
C 0.45048 0.78954 3.54410 0.00
C -0.19397 -1.93074 -2.83592 -0.24
C 0.78714 1.01717 -0.04562 -0.01
C -0.13683 -0.22350 -1.29629 -0.61
Li -1.95794 -1.59363 -0.69852 -0.03
H -1.13586 1.69623 -1.12002 -0.01
H 0.01958 1.46564 -2.52763 -0.03
H 1.16258 2.04948 -0.02937 0.00
H -0.23872 -0.31803 1.35742 -0.02
H 1.21812 0.63391 5.25864 0.00
H 1.73911 0.46724 -0.06032 0.00
H -0.93256 1.27952 1.25758 0.01
```

[4]
# C34H35N5O3RuS

A structure of composition C34H35N5O3RuS (wB97M-V/def2-TZVPD, OMol25).

Computed properties:
**ΔE to the lowest compared entry with this formula, charge and spin**: 1.936 eV
**HOMO energy (alpha / beta)**: -13.29 / -13.22 eV
**Strongest force on any atom**: 2.12 eV/Å
**Total charge**: +2
**Multiplicity**: 5
**Orbital gap (alpha / beta)**: 7.1 / 4.0 eV

```
79
Properties=species:S:1:pos:R:3:mulliken_spin:R:1
Ru -0.23351 1.54923 1.92600 2.10
S -0.84250 -1.24757 -0.63650 0.02
O 2.59903 -0.29878 -0.35738 0.12
O -1.91599 -0.50953 5.00820 0.14
O -3.51887 -4.39295 -3.16619 0.00
N -2.11289 -3.02878 -2.04327 0.00
N 1.19255 1.27722 0.55907 0.28
N 0.18167 -3.00088 -2.35573 0.00
N -1.29446 1.17677 3.55247 0.29
N 0.38720 -0.25496 2.36244 -0.01
C -2.24540 2.48390 5.41113 0.10
C 0.03531 -2.26221 3.57475 0.01
C 1.73142 2.38355 -0.07842 0.19
C -3.91284 4.13184 4.80548 0.16
C -1.37644 -1.96368 -4.65949 0.00
C 1.22921 1.44698 -2.37274 0.00
C -2.58326 -3.65105 -3.24053 0.00
C 1.22692 -0.86587 1.52945 0.07
C -0.86627 -2.48584 -6.94713 0.00
C -1.43535 -3.73979 -6.79649 0.00
C -3.21032 3.42474 5.76234 -0.03
C -2.67006 3.04999 3.05093 0.04
C 2.58697 -3.40025 -2.68831 0.00
C -2.07108 2.20157 4.02786 0.14
C 1.75698 0.04099 0.44855 -0.01
C 2.96765 4.44029 0.16656 0.01
C -1.36738 1.87410 6.44196 0.00
C -1.92147 -3.23929 -4.49300 0.00
C -2.26835 2.90890 1.60144 0.07
C 2.25578 3.41260 0.75209 0.07
C 2.57667 3.51888 -2.02619 -0.02
C -1.23328 -0.08106 4.10839 -0.10
C 3.06865 -4.07087 -1.40755 0.00
C 1.48403 -2.37041 -2.45542 0.00
C 0.95924 -2.90031 2.75269 0.01
C 3.13156 4.49429 -1.21611 0.15
C 1.85962 2.46089 -1.48464 0.08
C -0.22532 -0.91416 3.35000 0.05
C -3.60276 3.98271 3.45093 0.01
C 1.56002 -2.20548 1.71202 -0.01
C -1.96683 -4.11975 -5.57614 0.00
C -0.84828 -1.59605 -5.88416 0.00
C 2.14067 3.31733 2.24729 0.08
C -0.89380 -2.50452 -1.77099 0.01
H 1.97088 0.69504 -2.64447 0.02
H 1.19955 -3.93825 2.91950 0.00
H 3.43100 -2.88689 -3.14981 0.00
H 2.37208 4.27493 2.70777 0.00
H 0.04450 -3.77538 -2.99771 0.00
H 0.87714 1.92389 -3.28415 0.00
H -4.09529 4.60466 2.72045 0.00
H 3.80001 -4.83903 -1.64729 0.00
H 3.67423 5.31483 -1.65775 0.00
H 3.42600 5.19613 0.78629 0.00
H -1.26334 2.53930 7.29620 0.00
H -0.37900 1.65663 6.03636 0.00
H -1.78571 0.93123 6.80346 0.01
H -0.47823 -2.78396 4.37085 0.00
H -1.40283 -1.24221 -3.85450 0.00
H -0.43369 -0.60856 -6.00976 0.00
H 1.45864 -1.67275 -3.30226 0.00
H -2.79286 3.65092 0.99956 0.01
H 0.39677 0.94739 -1.87886 -0.01
H -0.45994 -2.18709 -7.90059 0.00
H 3.54805 -3.33464 -0.76499 0.00
H 1.09976 3.02611 2.58557 -0.06
H -4.67081 4.83854 5.10205 0.00
H 2.26467 -2.67435 1.04430 0.00
H -3.39160 3.61612 6.81023 0.00
H 2.23254 -4.15432 -3.39504 0.00
H -1.48064 -4.41909 -7.63161 0.00
H -2.43149 -5.08519 -5.44873 0.00
H 1.68108 -1.80046 -1.54297 0.00
H -2.54120 1.90791 1.19233 0.00
H -1.14857 3.14130 1.45422 -0.01
H 2.24852 -4.54262 -0.86865 0.00
H -2.83014 -2.93982 -1.33002 0.00
H 2.84551 2.57554 2.63249 0.00
H 2.69997 3.57145 -3.09813 0.00
```

Q: The lowest strongest force on any atom belongs to which entry?
A: C34H35N5O3RuS